No. 1
Entry from the OMol25 dataset: a single C7H7BrClNO2 molecule at a distorted geometry (the ωB97M-V functional and the def2-TZVPD basis).

Calculated values
**ΔE to the lowest compared entry with this formula, charge and spin**: 96.1 kJ/mol
**Max |F|**: 0.0927 Eh/bohr
**LUMO level**: 0.20 eV
**Frontier orbital gap**: 0.3263 Ha
**Multiplicity**: 1
**HOMO level**: -8.678 eV

Bonds (Å) are listed after each position.
Positions of all 19 atoms, in Å:
1 C 2.247 -0.013 1.828  O2 1.410, H13 1.078, H14 1.168, H15 1.053
2 O 0.940 -0.027 1.300  C1 1.410, C3 1.331
3 C 0.778 -0.827 0.250  O2 1.331, O4 1.219, C5 1.547
4 O 1.745 -1.302 -0.321  C3 1.219
5 C -0.676 -1.072 -0.221  C3 1.547, C6 1.508, N11 1.460, H16 1.033
6 C -1.602 -0.217 0.604  C5 1.508, C7 1.374, H17 1.097
7 C -1.798 1.071 0.166  C6 1.374, C8 1.452, H18 1.175
8 C -1.321 1.601 -1.098  C7 1.452, C9 1.342, H19 1.155
9 C -0.752 0.757 -1.973  C8 1.342, Cl10 1.714, N11 1.765
10 Cl 0.147 1.186 -3.367  C9 1.714
11 N -1.038 -0.951 -1.631  C5 1.460, C9 1.765, Br12 1.870
12 Br 0.089 -1.954 -2.735  N11 1.870
13 H 2.222 -0.457 2.810  C1 1.078
14 H 2.593 1.093 1.976  C1 1.168
15 H 2.753 -0.738 1.255  C1 1.053
16 H -0.795 -2.078 -0.019  C5 1.033
17 H -1.879 -0.525 1.621  C6 1.097
18 H -2.571 1.725 0.761  C7 1.175
19 H -1.081 2.725 -1.205  C8 1.155

=====

No. 2
Entry from the OMol25 dataset: a single C5H8O2 molecule at a distorted geometry (the ωB97M-V functional and the def2-TZVPD basis).

Calculated values
**ΔE to the lowest compared entry with this formula, charge and spin**: 236.4 kJ/mol
**Max |F|**: 0.0272 Eh/bohr
**LUMO level**: 0.86 eV
**Frontier orbital gap**: 0.4059 Ha
**Multiplicity**: 1
**HOMO level**: -10.189 eV

Bonds (Å) are listed after each position.
Positions of all 15 atoms, in Å:
1 C -1.891 -1.253 -0.824  C2 1.215, H8 1.068
2 C -0.823 -0.680 -0.743  C1 1.215, C3 1.483
3 C 0.414 -0.037 -0.238  C2 1.483, C4 1.524, O5 1.417, C6 1.560
4 C 0.799 1.215 -1.016  C3 1.524, H9 1.095, H10 1.093, H11 1.092
5 O 1.520 -0.914 -0.366  C3 1.417, H12 0.966
6 C 0.126 0.325 1.251  C3 1.560, O7 1.407, H13 1.103, H14 1.094
7 O -0.685 -0.598 1.939  C6 1.407, H15 0.975
8 H -2.836 -1.753 -0.833  C1 1.068
9 H 1.653 1.694 -0.527  C4 1.095
10 H -0.026 1.932 -1.059  C4 1.093
11 H 1.094 0.940 -2.031  C4 1.092
12 H 1.295 -1.755 0.053  O5 0.966
13 H -0.298 1.343 1.278  C6 1.103
14 H 1.085 0.336 1.777  C6 1.094
15 H -1.427 -0.796 1.338  O7 0.975

=====

No. 3
Entry from the OMol25 dataset: 8 unconnected molecules or ions with the total composition C40H57BBrNO26 at a distorted geometry (the ωB97M-V functional and the def2-TZVPD basis).

Calculated values
**ΔE to the lowest compared entry with this formula, charge and spin**: 83.9 kJ/mol
**Max |F|**: 0.0364 Eh/bohr
**LUMO level**: -0.76 eV
**Frontier orbital gap**: 0.3067 Ha
**Multiplicity**: 1
**HOMO level**: -9.102 eV

Bonds (Å) are listed after each position.
Positions of all 126 atoms, in Å:
1 C -6.271 -0.099 0.603  N2 1.493, H28 1.104, H29 1.095, H30 1.095
2 N -4.989 -0.499 -0.051  C1 1.493, C3 1.480, B4 1.457
3 C -5.009 -1.979 -0.067  N2 1.480, H31 1.098, H32 1.093, H33 1.104
4 B -5.025 -0.006 -1.421  N2 1.457, O5 1.391, C6 1.599
5 O -5.464 -0.764 -2.502  B4 1.391, H34 0.965
6 C -4.518 1.481 -1.719  B4 1.599, C7 1.385, C20 1.384
7 C -5.236 2.370 -2.502  C6 1.385, O8 1.404, C17 1.364
8 O -6.461 1.974 -3.064  C7 1.404, C9 1.387
9 C -7.488 2.118 -2.144  O8 1.387, O10 1.211, C11 1.494
10 O -7.355 2.815 -1.164  C9 1.211
11 C -8.761 1.365 -2.361  C9 1.494, C12 1.377, C16 1.383
12 C -9.391 0.870 -1.241  C11 1.377, C13 1.372, H35 1.085
13 C -10.560 0.163 -1.358  C12 1.372, C14 1.383, H36 1.087
14 C -11.127 -0.064 -2.599  C13 1.383, C15 1.378, H37 1.084
15 C -10.471 0.429 -3.706  C14 1.378, C16 1.370, H38 1.089
16 C -9.299 1.132 -3.613  C11 1.383, C15 1.370, H39 1.086
17 C -4.815 3.640 -2.766  C7 1.364, C18 1.382, H40 1.086
18 C -3.639 4.118 -2.220  C17 1.382, C19 1.367, H41 1.084
19 C -2.924 3.272 -1.420  C18 1.367, C20 1.391, C26 1.515
20 C -3.341 1.967 -1.178  C6 1.384, C19 1.391, C21 1.510
21 C -2.457 1.132 -0.283  C20 1.510, O22 1.210, C23 1.524
22 O -2.232 -0.047 -0.438  C21 1.210
23 C -1.797 1.921 0.841  C21 1.524, Br24 1.904, C25 1.320
24 Br -1.603 1.033 2.514  C23 1.904
25 C -1.396 3.156 0.609  C23 1.320, C26 1.515, H42 1.089
26 C -1.649 3.754 -0.760  C19 1.515, C25 1.515, O27 1.213
27 O -0.868 4.525 -1.277  C26 1.213
28 H -7.122 -0.426 -0.019  C1 1.104
29 H -6.272 0.988 0.739  C1 1.095
30 H -6.359 -0.639 1.552  C1 1.095
31 H -4.957 -2.318 0.977  C3 1.098
32 H -4.213 -2.404 -0.683  C3 1.093
33 H -5.955 -2.381 -0.468  C3 1.104
34 H -4.718 -1.184 -2.947  O5 0.965
35 H -8.968 1.025 -0.254  C12 1.085
36 H -11.079 -0.261 -0.502  C13 1.087
37 H -12.045 -0.631 -2.699  C14 1.084
38 H -10.936 0.241 -4.672  C15 1.089
39 H -8.760 1.512 -4.476  C16 1.086
40 H -5.373 4.320 -3.402  C17 1.086
41 H -3.323 5.133 -2.438  C18 1.084
42 H -0.928 3.739 1.400  C25 1.089
43 C 2.245 5.524 -0.789  O44 1.430, H49 1.086, H50 1.087, H51 1.089
44 O 3.211 4.542 -0.401  C43 1.430, C45 1.332
45 C 3.527 4.568 0.892  O44 1.332, O46 1.203, O47 1.334
46 O 3.078 5.321 1.715  C45 1.203
47 O 4.429 3.611 1.117  C45 1.334, C48 1.429
48 C 4.863 3.521 2.475  O47 1.429, H52 1.089, H53 1.089, H54 1.087
49 H 2.069 5.402 -1.854  C43 1.086
50 H 1.307 5.369 -0.263  C43 1.087
51 H 2.625 6.529 -0.609  C43 1.089
52 H 4.026 3.286 3.132  C48 1.089
53 H 5.344 4.446 2.788  C48 1.089
54 H 5.588 2.714 2.531  C48 1.087
55 C -5.813 -4.398 -5.259  O56 1.430, H61 1.086, H62 1.089, H63 1.089
56 O -4.832 -5.354 -4.850  C55 1.430, C57 1.330
57 C -4.519 -5.301 -3.559  O56 1.330, O58 1.203, O59 1.335
58 O -4.980 -4.540 -2.749  C57 1.203
59 O -3.602 -6.240 -3.314  C57 1.335, C60 1.428
60 C -3.170 -6.296 -1.954  O59 1.428, H64 1.089, H65 1.089, H66 1.087
61 H -5.983 -4.543 -6.322  C55 1.086
62 H -6.751 -4.561 -4.730  C55 1.089
63 H -5.455 -3.382 -5.095  C55 1.089
64 H -4.004 -6.530 -1.295  C60 1.089
65 H -2.704 -5.356 -1.659  C60 1.089
66 H -2.433 -7.091 -1.885  C60 1.087
67 C 6.252 0.188 7.493  O68 1.428, H73 1.087, H74 1.089, H75 1.089
68 O 7.455 -0.245 6.857  C67 1.428, C69 1.335
69 C 7.856 0.540 5.855  O68 1.335, O70 1.202, O71 1.332
70 O 7.300 1.536 5.474  C69 1.202
71 O 8.979 0.029 5.353  C69 1.332, C72 1.430
72 C 9.530 0.772 4.263  O71 1.430, H76 1.089, H77 1.089, H78 1.087
73 H 6.028 -0.521 8.286  C67 1.087
74 H 6.385 1.174 7.937  C67 1.089
75 H 5.422 0.197 6.790  C67 1.089
76 H 9.794 1.780 4.579  C72 1.089
77 H 8.833 0.804 3.427  C72 1.089
78 H 10.435 0.261 3.944  C72 1.087
79 C 8.717 1.743 9.722  O80 1.428, H85 1.087, H86 1.090, H87 1.089
80 O 7.923 1.919 10.896  C79 1.428, C81 1.334
81 C 7.950 3.157 11.393  O80 1.334, O82 1.202, O83 1.333
82 O 8.566 4.085 10.943  C81 1.202
83 O 7.173 3.184 12.476  C81 1.333, C84 1.428
84 C 7.107 4.459 13.117  O83 1.428, H88 1.089, H89 1.089, H90 1.087
85 H 8.617 0.706 9.412  C79 1.087
86 H 8.360 2.385 8.917  C79 1.090
87 H 9.766 1.944 9.933  C79 1.089
88 H 6.689 5.206 12.445  C84 1.089
89 H 8.093 4.767 13.463  C84 1.089
90 H 6.451 4.350 13.977  C84 1.087
91 C -3.189 4.112 -8.795  O92 1.427, H97 1.087, H98 1.089, H99 1.089
92 O -2.243 3.123 -8.389  C91 1.427, C93 1.334
93 C -1.936 3.161 -7.091  O92 1.334, O94 1.202, O95 1.332
94 O -2.379 3.932 -6.283  C93 1.202
95 O -1.052 2.195 -6.845  C93 1.332, C96 1.430
96 C -0.634 2.122 -5.479  O95 1.430, H100 1.090, H101 1.089, H102 1.087
97 H -3.354 3.977 -9.861  C91 1.087
98 H -4.134 3.978 -8.272  C91 1.089
99 H -2.797 5.113 -8.623  C91 1.089
100 H -1.482 1.911 -4.828  C96 1.090
101 H -0.143 3.046 -5.177  C96 1.089
102 H 0.078 1.305 -5.407  C96 1.087
103 C -5.206 -8.985 -6.302  O104 1.431, H109 1.087, H110 1.089, H111 1.089
104 O -6.135 -9.239 -7.359  C103 1.431, C105 1.331
105 C -6.579 -8.141 -7.966  O104 1.331, O106 1.202, O107 1.334
106 O -6.264 -7.013 -7.695  C105 1.202
107 O -7.430 -8.509 -8.925  C105 1.334, C108 1.427
108 C -7.987 -7.421 -9.662  O107 1.427, H112 1.089, H113 1.089, H114 1.087
109 H -4.921 -9.950 -5.889  C103 1.087
110 H -4.316 -8.487 -6.682  C103 1.089
111 H -5.669 -8.389 -5.517  C103 1.089
112 H -7.204 -6.862 -10.173  C108 1.089
113 H -8.558 -6.764 -9.008  C108 1.089
114 H -8.656 -7.848 -10.404  C108 1.087
115 C 12.534 -2.232 6.541  O116 1.428, H121 1.087, H122 1.089, H123 1.089
116 O 13.736 -2.662 5.901  C115 1.428, C117 1.332
117 C 14.133 -1.878 4.900  O116 1.332, O118 1.203, O119 1.333
118 O 13.578 -0.883 4.516  C117 1.203
119 O 15.257 -2.389 4.397  C117 1.333, C120 1.428
120 C 15.802 -1.645 3.307  O119 1.428, H124 1.089, H125 1.089, H126 1.087
121 H 12.314 -2.944 7.332  C115 1.087
122 H 12.666 -1.246 6.984  C115 1.089
123 H 11.704 -2.225 5.836  C115 1.089
124 H 16.062 -0.636 3.622  C120 1.089
125 H 15.102 -1.615 2.473  C120 1.089
126 H 16.705 -2.159 2.989  C120 1.087

=====

No. 4
Entry from the OMol25 dataset: 5 unconnected molecules or ions with the total composition C29H64ClFN3O11PSi at a distorted geometry (the ωB97M-V functional and the def2-TZVPD basis).

Calculated values
**Max |F|**: 0.0754 Eh/bohr
**LUMO level**: 0.61 eV
**Frontier orbital gap**: 0.3109 Ha
**Multiplicity**: 1
**HOMO level**: -7.845 eV

Bonds (Å) are listed after each position.
Positions of all 111 atoms, in Å:
1 C -0.848 3.868 1.454  N2 1.490, H24 1.194, H25 1.193, H26 1.179
2 N -1.535 2.546 1.509  C1 1.490, C3 1.484, H27 1.034
3 C -0.790 1.371 0.995  N2 1.484, Cl4 1.898, C5 1.678, C8 1.645
4 Cl -1.361 -0.066 2.096  C3 1.898
5 C 0.834 1.469 1.409  C3 1.678, C6 1.636, H28 1.196, H29 1.170
6 C 1.113 1.328 3.014  C5 1.636, F7 1.477, H30 1.194, H31 1.194
7 F 0.256 2.151 3.893  C6 1.477
8 C -0.905 1.038 -0.611  C3 1.645, O9 1.432, P21 1.948, H32 1.206
9 O -1.434 -0.231 -1.011  C8 1.432, C10 1.402
10 C -2.789 -0.581 -0.920  O9 1.402, C11 1.678, C14 1.608, H33 1.197
11 C -3.179 -1.435 -2.310  C10 1.678, C12 1.672, H34 1.177, H35 1.178
12 C -2.255 -2.828 -2.375  C11 1.672, N13 1.517, H36 1.190, H37 1.190
13 N -0.967 -2.651 -3.157  C12 1.517, H38 1.063, H39 1.048
14 C -3.977 0.484 -0.712  C10 1.608, C15 1.673, H40 1.166, H41 1.194
15 C -5.357 -0.316 -0.204  C14 1.673, O16 1.470, H42 1.194, H43 1.170
16 O -5.987 0.525 0.824  C15 1.470, Si17 1.752
17 Si -7.248 1.560 0.185  O16 1.752, C18 1.927, C19 1.964, C20 1.923
18 C -8.925 0.958 0.919  Si17 1.927, H44 1.193, H45 1.175, H46 1.194
19 C -6.935 3.338 0.958  Si17 1.964, H47 1.188, H48 1.191, H49 1.193
20 C -7.236 1.809 -1.721  Si17 1.923, H50 1.173, H51 1.185, H52 1.194
21 P -1.416 2.558 -1.717  C8 1.948, N22 1.811, O23 1.719
22 N -1.960 1.856 -3.296  P21 1.811, H53 1.063, H54 1.064
23 O -2.781 3.414 -1.118  P21 1.719, H55 1.019
24 H -1.654 4.727 1.258  C1 1.194
25 H -0.307 4.197 2.464  C1 1.193
26 H -0.039 4.002 0.607  C1 1.179
27 H -2.554 2.561 1.334  N2 1.034
28 H 1.293 0.478 0.922  C5 1.196
29 H 1.389 2.349 0.874  C5 1.170
30 H 1.135 0.201 3.409  C6 1.194
31 H 2.229 1.716 3.190  C6 1.194
32 H 0.251 0.955 -0.945  C8 1.206
33 H -2.915 -1.404 -0.060  C10 1.197
34 H -4.294 -1.811 -2.305  C11 1.177
35 H -3.034 -0.781 -3.279  C11 1.178
36 H -2.924 -3.626 -2.951  C12 1.190
37 H -2.092 -3.292 -1.292  C12 1.190
38 H -1.078 -1.730 -3.676  N13 1.063
39 H -0.211 -2.574 -2.435  N13 1.048
40 H -3.816 1.336 0.068  C14 1.166
41 H -4.245 0.967 -1.770  C14 1.194
42 H -5.054 -1.331 0.347  C15 1.194
43 H -6.053 -0.633 -1.089  C15 1.170
44 H -9.282 1.755 1.732  C18 1.193
45 H -9.786 0.875 0.124  C18 1.175
46 H -8.840 -0.068 1.522  C18 1.194
47 H -7.041 3.321 2.141  C19 1.188
48 H -5.815 3.643 0.692  C19 1.191
49 H -7.675 4.155 0.500  C19 1.193
50 H -7.032 0.844 -2.356  C20 1.173
51 H -6.449 2.659 -1.970  C20 1.185
52 H -8.338 2.161 -2.021  C20 1.194
53 H -2.266 2.675 -3.899  N22 1.063
54 H -1.050 1.552 -3.757  N22 1.064
55 H -2.538 4.339 -0.769  O23 1.019
56 C 1.814 -4.034 6.470  C57 1.516, H62 1.094, H63 1.094, H64 1.095
57 C 3.085 -3.400 5.939  C56 1.516, O58 1.439, H65 1.093, H66 1.096
58 O 3.442 -3.960 4.662  C57 1.439, C59 1.350
59 C 2.969 -3.523 3.475  O58 1.350, C60 1.501, O61 1.230
60 C 1.779 -2.608 3.461  C59 1.501, H67 1.092, H68 1.094, H69 1.089
61 O 3.457 -3.931 2.422  C59 1.230
62 H 0.962 -3.839 5.813  C56 1.094
63 H 1.579 -3.650 7.466  C56 1.094
64 H 1.925 -5.122 6.529  C56 1.095
65 H 3.023 -2.310 5.888  C57 1.093
66 H 3.912 -3.630 6.620  C57 1.096
67 H 0.867 -3.204 3.381  C60 1.092
68 H 1.858 -1.951 2.589  C60 1.094
69 H 1.720 -1.953 4.329  C60 1.089
70 C 3.926 -4.016 -3.385  C71 1.516, H76 1.094, H77 1.094, H78 1.095
71 C 2.786 -3.709 -4.336  C70 1.516, O72 1.439, H79 1.093, H80 1.096
72 O 2.283 -2.379 -4.119  C71 1.439, C73 1.350
73 C 2.790 -1.266 -4.691  O72 1.350, C74 1.501, O75 1.230
74 C 4.134 -1.339 -5.355  C73 1.501, H81 1.092, H82 1.094, H83 1.089
75 O 2.196 -0.192 -4.600  C73 1.230
76 H 4.777 -3.349 -3.547  C70 1.094
77 H 4.267 -5.048 -3.511  C70 1.094
78 H 3.607 -3.875 -2.347  C70 1.095
79 H 3.058 -3.863 -5.384  C71 1.093
80 H 1.955 -4.392 -4.130  C71 1.096
81 H 4.909 -1.081 -4.629  C74 1.092
82 H 4.155 -0.616 -6.176  C74 1.094
83 H 4.351 -2.310 -5.800  C74 1.089
84 C 4.947 3.807 -8.906  C85 1.516, H90 1.094, H91 1.094, H92 1.095
85 C 5.727 3.136 -7.792  C84 1.516, O86 1.439, H93 1.093, H94 1.096
86 O 5.168 1.846 -7.481  C85 1.439, C87 1.350
87 C 5.487 0.700 -8.119  O86 1.350, C88 1.501, O89 1.230
88 C 6.229 0.777 -9.421  C87 1.501, H95 1.092, H96 1.094, H97 1.089
89 O 5.107 -0.384 -7.679  C87 1.230
90 H 4.997 3.232 -9.835  C84 1.094
91 H 5.336 4.811 -9.099  C84 1.094
92 H 3.888 3.885 -8.638  C84 1.095
93 H 6.795 3.061 -8.011  C85 1.093
94 H 5.640 3.739 -6.881  C85 1.096
95 H 5.511 0.804 -10.244  C88 1.092
96 H 6.854 -0.116 -9.517  C88 1.094
97 H 6.906 1.628 -9.491  C88 1.089
98 C 0.614 -0.866 10.779  C99 1.516, H104 1.094, H105 1.094, H106 1.095
99 C 1.885 -0.232 10.248  C98 1.516, O100 1.439, H107 1.093, H108 1.096
100 O 2.242 -0.792 8.971  C99 1.439, C101 1.350
101 C 1.769 -0.355 7.784  O100 1.350, C102 1.501, O103 1.230
102 C 0.579 0.560 7.770  C101 1.501, H109 1.092, H110 1.094, H111 1.089
103 O 2.257 -0.763 6.731  C101 1.230
104 H -0.238 -0.671 10.122  C98 1.094
105 H 0.379 -0.481 11.776  C98 1.094
106 H 0.725 -1.954 10.838  C98 1.095
107 H 1.823 0.859 10.197  C99 1.093
108 H 2.712 -0.462 10.929  C99 1.096
109 H -0.333 -0.036 7.690  C102 1.092
110 H 0.658 1.217 6.898  C102 1.094
111 H 0.520 1.215 8.638  C102 1.089

=====

Number 1: DFT total energy -3510.235820 a.u.. Number 2: DFT total energy -345.714908 a.u.. Number 3: DFT total energy -6168.353033 a.u.. Number 4: DFT total energy -3325.982744 a.u..